The following is a quantum chemistry calculation of a 6-piece molecular cluster, C10H30FO5 overall in a non-equilibrium geometry, from OMol25.

CARTESIAN COORDINATES (ANGSTROEM)
1 F -0.458 -0.585 0.806
2 C -3.436 1.772 -1.673
3 C -2.973 0.354 -1.610
4 O -3.013 -0.073 -0.238
5 H -2.696 2.362 -1.133
6 H -4.403 1.853 -1.177
7 H -3.630 2.180 -2.665
8 H -2.007 0.286 -2.110
9 H -3.649 -0.264 -2.201
10 H -2.117 -0.143 0.101
11 C -0.982 3.598 0.703
12 C -1.324 2.539 1.781
13 O -0.138 1.829 2.114
14 H -0.625 3.026 -0.153
15 H -0.265 4.347 1.039
16 H -1.885 4.120 0.385
17 H -2.081 1.857 1.394
18 H -1.723 2.922 2.720
19 H -0.250 0.932 1.789
20 C 3.034 1.766 -1.288
21 C 2.023 1.189 -0.336
22 O 0.808 0.990 -0.989
23 H 2.781 2.798 -1.530
24 H 3.198 1.186 -2.196
25 H 4.006 1.751 -0.794
26 H 1.903 1.815 0.548
27 H 2.475 0.241 -0.041
28 H 0.287 0.488 -0.358
29 C 2.321 -3.321 4.401
30 C 1.247 -2.691 3.547
31 O 1.516 -1.396 3.081
32 H 3.268 -3.354 3.862
33 H 2.028 -4.330 4.693
34 H 2.515 -2.830 5.354
35 H 0.216 -2.717 3.901
36 H 1.193 -3.329 2.665
37 H 0.950 -1.141 2.349
38 C 0.155 -2.858 -3.773
39 C 0.409 -1.772 -2.760
40 O -0.482 -1.968 -1.620
41 H -0.886 -2.787 -4.087
42 H 0.310 -3.865 -3.384
43 H 0.812 -2.669 -4.623
44 H 0.285 -0.788 -3.212
45 H 1.443 -1.850 -2.423
46 H -0.164 -1.472 -0.862

Computed properties:
- largest force on an atom (Eh/bohr) = 0.0393
- energy above the lowest of the compared OMol25 structures with the same formula, charge and spin (kcal per mole) = 18.2
- total charge = -1
- E_LUMO (Ha) = 0.1240
- frontier orbital gap (eV) = 9.85

The following is a quantum chemistry calculation of C9H22ClFINO3STa as an isolated structure in a non-equilibrium geometry, from OMol25.

CARTESIAN COORDINATES (ANGSTROEM)
1 C 4.849 -0.285 0.717
2 C 4.061 -0.461 -0.634
3 C 2.774 0.412 -0.635
4 Cl 2.437 1.192 -2.283
5 Ta 0.899 -0.338 0.479
6 N -0.852 -0.933 1.672
7 S 1.813 0.775 2.572
8 I 2.136 -2.879 1.231
9 C -0.049 -1.449 -1.266
10 C 0.697 -1.663 -2.593
11 F 2.022 -2.030 -2.506
12 C -0.188 1.672 -0.018
13 O -1.394 1.488 -0.755
14 C -2.414 2.362 -0.365
15 O -3.673 1.722 -0.428
16 C -3.579 0.384 0.053
17 C -4.987 -0.028 0.532
18 O -5.251 0.614 1.789
19 H 5.931 -0.376 0.496
20 H 4.666 0.701 1.173
21 H 4.590 -1.051 1.463
22 H 3.942 -1.515 -0.902
23 H 4.743 -0.019 -1.396
24 H 3.076 1.306 -0.042
25 H -1.153 -1.813 1.254
26 H -0.553 -1.112 2.624
27 H 1.917 -0.228 3.508
28 H -1.024 -0.967 -1.512
29 H -0.341 -2.456 -0.887
30 H 0.587 -0.763 -3.223
31 H 0.185 -2.468 -3.162
32 H 0.530 2.346 -0.542
33 H -0.344 2.148 0.978
34 H -2.267 2.823 0.630
35 H -2.460 3.185 -1.110
36 H -3.149 -0.299 -0.703
37 H -2.883 0.368 0.919
38 H -5.049 -1.119 0.732
39 H -5.788 0.233 -0.174
40 H -4.457 0.518 2.311

Computed properties:
- largest force on an atom (Eh/bohr) = 0.0458
- total charge = -1
- E_LUMO (Ha) = 0.0740
- frontier orbital gap (eV) = 7.33

The following is a quantum chemistry calculation of an isolated molecule of C3H6N2O in a non-equilibrium geometry, from OMol25.

CARTESIAN COORDINATES (ANGSTROEM)
1 C -2.444 -0.542 0.173
2 N -1.496 0.342 -0.397
3 N -0.310 -0.007 -0.022
4 C 0.661 0.816 0.126
5 C 1.989 0.229 0.113
6 O 2.227 -0.929 -0.107
7 H -3.361 0.196 0.587
8 H -2.020 -1.029 1.123
9 H -2.672 -1.335 -0.552
10 H -1.685 1.423 -0.286
11 H 0.473 1.857 0.254
12 H 2.856 0.958 0.193

Computed properties:
- largest force on an atom (Eh/bohr) = 0.0811
- energy above the lowest of the compared OMol25 structures with the same formula, charge and spin (kcal per mole) = 85.0
- total charge = 0
- E_LUMO (Ha) = 0.0066
- structure (SMILES) = CN/N=C/C=O
- frontier orbital gap (eV) = 9.18

The following is a quantum chemistry calculation of a 11-piece molecular cluster, C22H25BCl41O3 overall in a non-equilibrium geometry, from OMol25.

CARTESIAN COORDINATES (ANGSTROEM)
1 C -0.356 -3.839 0.391
2 O -0.970 -2.874 1.226
3 C -0.778 -1.548 0.698
4 C -1.603 -0.488 1.481
5 C -2.453 0.466 0.586
6 C -1.723 1.054 -0.666
7 C -0.828 2.309 -0.398
8 C 0.510 2.037 0.365
9 C 1.770 1.855 -0.572
10 C 1.939 0.301 -0.811
11 B 2.647 -0.094 -2.246
12 O 3.990 -0.738 -2.199
13 C 4.383 -0.624 -3.553
14 C 3.687 -1.620 -4.552
15 C 3.967 0.911 -3.790
16 Cl 5.098 1.805 -2.622
17 O 2.634 0.875 -3.367
18 H -0.140 -3.473 -0.632
19 H -1.011 -4.731 0.318
20 H 0.616 -4.181 0.810
21 H 0.295 -1.308 0.858
22 H -1.035 -1.585 -0.376
23 H -0.946 0.056 2.185
24 H -2.320 -1.058 2.119
25 H -3.310 -0.129 0.202
26 H -2.892 1.293 1.183
27 H -2.527 1.394 -1.359
28 H -1.137 0.311 -1.237
29 H -1.412 3.135 0.063
30 H -0.539 2.695 -1.404
31 H 0.482 1.174 1.053
32 H 0.696 2.933 1.007
33 H 1.605 2.407 -1.512
34 H 2.639 2.241 0.002
35 H 0.906 -0.095 -0.866
36 H 2.428 -0.196 0.055
37 H 1.923 -1.018 -2.628
38 H 5.474 -0.749 -3.728
39 H 4.379 -1.983 -5.332
40 H 3.271 -2.439 -3.942
41 H 2.816 -1.129 -5.038
42 H 4.111 1.300 -4.804
43 C 1.701 2.969 -6.432
44 Cl 3.200 3.908 -6.295
45 Cl 0.871 3.402 -7.940
46 Cl 2.086 1.244 -6.440
47 Cl 0.650 3.332 -5.056
48 C 4.610 -2.194 1.541
49 Cl 2.844 -2.348 1.581
50 Cl 5.060 -0.482 1.602
51 Cl 5.303 -3.038 2.943
52 Cl 5.232 -2.908 0.050
53 C -3.295 -4.278 4.021
54 Cl -3.852 -4.710 2.397
55 Cl -3.968 -5.420 5.202
56 Cl -1.529 -4.336 4.078
57 Cl -3.827 -2.634 4.410
58 C -5.275 1.108 5.668
59 Cl -7.044 1.025 5.735
60 Cl -4.762 2.808 5.715
61 Cl -4.588 0.229 7.045
62 Cl -4.701 0.358 4.173
63 C 2.514 3.754 -12.088
64 Cl 3.122 2.162 -12.572
65 Cl 0.748 3.783 -12.244
66 Cl 2.960 4.071 -10.406
67 Cl 3.218 4.999 -13.136
68 C -4.839 3.064 10.481
69 Cl -4.602 3.168 8.729
70 Cl -5.887 4.390 11.018
71 Cl -5.598 1.513 10.879
72 Cl -3.272 3.181 11.300
73 C -2.317 5.983 -6.859
74 Cl -1.242 7.173 -6.106
75 Cl -3.926 6.696 -7.081
76 Cl -1.660 5.510 -8.435
77 Cl -2.441 4.558 -5.817
78 C 1.560 -0.853 5.459
79 Cl 0.965 0.717 4.894
80 Cl 0.639 -2.145 4.675
81 Cl 3.274 -1.015 5.049
82 Cl 1.355 -0.966 7.219
83 C 1.009 -5.687 -2.998
84 Cl 2.114 -4.535 -2.235
85 Cl -0.573 -4.923 -3.237
86 Cl 1.665 -6.185 -4.568
87 Cl 0.825 -7.112 -1.956
88 C -2.984 -2.847 9.900
89 Cl -3.175 -4.351 8.985
90 Cl -3.359 -1.470 8.850
91 Cl -4.090 -2.851 11.286
92 Cl -1.314 -2.712 10.477

Computed properties:
- largest force on an atom (Eh/bohr) = 0.0598
- total charge = -1
- E_LUMO (Ha) = 0.0416
- frontier orbital gap (eV) = 5.39

The following is a quantum chemistry calculation of C16H15HgN5S6 as an isolated structure in a non-equilibrium geometry, from OMol25.

CARTESIAN COORDINATES (ANGSTROEM)
1 Hg 10.008 11.021 10.621
2 C 13.975 10.302 12.058
3 C 13.600 9.201 11.097
4 C 14.693 8.464 10.467
5 C 14.327 7.712 9.370
6 C 12.967 7.486 9.076
7 C 12.565 7.063 7.839
8 C 11.237 6.749 7.586
9 C 10.226 7.201 8.472
10 C 10.541 7.930 9.622
11 S 9.268 8.517 10.651
12 C 12.003 8.034 9.928
13 N 12.301 8.915 10.896
14 H 14.456 11.229 11.631
15 H 14.622 9.887 12.855
16 H 13.057 10.661 12.570
17 H 15.691 8.468 10.877
18 H 15.051 7.131 8.774
19 H 13.347 6.955 7.046
20 H 10.915 6.248 6.652
21 H 9.189 7.135 8.160
22 N 7.762 10.655 15.427
23 C 8.859 10.018 15.792
24 N 8.777 9.301 16.978
25 N 10.041 9.969 15.135
26 C 10.015 10.531 13.947
27 N 9.927 11.086 12.907
28 H 7.017 10.751 16.058
29 H 7.718 11.069 14.524
30 H 7.904 9.377 17.558
31 H 9.573 9.135 17.566
32 C 8.464 12.818 6.425
33 S 8.691 14.585 6.869
34 C 8.296 14.481 8.555
35 C 9.001 13.957 9.691
36 S 10.624 13.299 9.567
37 S 7.996 14.009 11.170
38 C 6.505 14.382 10.504
39 S 5.132 14.180 11.288
40 S 6.676 14.812 8.833
41 H 9.497 12.517 6.123
42 H 7.875 12.741 5.526
43 H 8.042 12.176 7.195

Computed properties:
- largest force on an atom (Eh/bohr) = 0.0789
- energy above the lowest of the compared OMol25 structures with the same formula, charge and spin (kcal per mole) = 0.0
- total charge = -1
- E_LUMO (alpha / beta) (Ha) = 0.0684 / 0.0682
- spin multiplicity = 2
- frontier orbital gap (alpha / beta) (eV) = 3.24 / 5.83

The following is a quantum chemistry calculation of a 5-piece molecular cluster, C25H22Br2F32O6 overall in a non-equilibrium geometry, from OMol25.

CARTESIAN COORDINATES (ANGSTROEM)
1 F 1.075 -2.799 1.391
2 C 1.051 -4.130 1.616
3 F 1.917 -4.417 2.610
4 C 1.476 -4.878 0.349
5 F 2.765 -4.608 0.066
6 F 1.379 -6.199 0.677
7 C 0.599 -4.691 -0.900
8 O 1.067 -3.770 -1.866
9 C 0.712 -2.455 -1.858
10 F -0.184 -2.158 -0.902
11 F 0.134 -2.172 -3.046
12 C 1.951 -1.556 -1.769
13 F 2.655 -1.831 -0.651
14 F 1.541 -0.265 -1.686
15 H 0.046 -4.425 1.920
16 H 0.636 -5.653 -1.408
17 H -0.439 -4.502 -0.625
18 H 2.592 -1.696 -2.637
19 F 6.465 -0.576 -7.657
20 C 7.429 0.273 -7.250
21 F 8.433 0.247 -8.152
22 C 7.984 -0.164 -5.891
23 F 8.579 -1.366 -6.007
24 F 8.941 0.767 -5.598
25 C 7.023 -0.154 -4.696
26 O 6.472 -1.404 -4.335
27 C 5.277 -1.839 -4.801
28 F 4.650 -0.936 -5.567
29 F 4.472 -2.076 -3.725
30 C 5.416 -3.185 -5.521
31 F 6.224 -3.049 -6.587
32 F 4.193 -3.567 -5.944
33 H 7.025 1.287 -7.194
34 H 7.643 0.123 -3.845
35 H 6.256 0.613 -4.810
36 H 5.823 -3.933 -4.838
37 F -3.647 8.147 1.725
38 C -3.699 6.806 1.846
39 F -4.997 6.439 1.957
40 C -2.950 6.345 3.100
41 F -3.561 6.835 4.198
42 F -3.106 4.986 3.096
43 C -1.439 6.594 3.159
44 O -1.013 7.711 3.917
45 C -0.819 8.936 3.372
46 F -1.004 8.954 2.043
47 F 0.466 9.302 3.605
48 C -1.689 9.993 4.064
49 F -2.993 9.695 3.909
50 F -1.450 11.192 3.489
51 H -3.273 6.340 0.954
52 H -1.036 5.734 3.687
53 H -0.995 6.580 2.163
54 H -1.444 10.038 5.126
55 F -4.140 -2.632 1.004
56 C -3.318 -2.847 2.049
57 F -2.078 -2.424 1.703
58 C -3.243 -4.337 2.386
59 F -2.697 -5.005 1.344
60 F -2.368 -4.401 3.434
61 C -4.525 -5.029 2.862
62 O -5.223 -5.772 1.890
63 C -6.235 -5.237 1.154
64 F -6.511 -3.972 1.502
65 F -7.347 -5.974 1.374
66 C -5.935 -5.347 -0.346
67 F -4.808 -4.667 -0.639
68 F -6.960 -4.799 -1.030
69 H -3.661 -2.268 2.911
70 H -4.184 -5.772 3.582
71 H -5.175 -4.332 3.391
72 H -5.818 -6.394 -0.628
73 C 1.081 0.742 1.771
74 O 1.076 2.087 2.274
75 C -0.048 2.780 2.374
76 O -0.071 3.834 2.907
77 C -1.276 2.265 1.676
78 Br -1.460 2.895 -0.079
79 C -2.221 1.478 2.217
80 C -3.482 0.982 1.547
81 Br -1.961 0.904 4.005
82 H 1.078 0.727 0.676
83 H 2.017 0.291 2.111
84 H 0.253 0.167 2.180
85 H -3.250 0.607 0.541
86 H -3.932 0.173 2.121
87 H -4.209 1.797 1.464

Computed properties:
- largest force on an atom (Eh/bohr) = 0.0344
- total charge = 0
- E_LUMO (Ha) = 0.0049
- structure (SMILES) = FC(F)C(F)(F)COC(F)(F)C(F)F.FC(F)C(F)(F)COC(F)(F)C(F)F.FC(F)C(F)(F)COC(F)(F)C(F)F.FC(F)C(F)(F)COC(F)(F)C(F)F.COC(=O)/C(Br)=C(/C)Br
- frontier orbital gap (eV) = 9.71

The following is a quantum chemistry calculation of a 11-piece molecular cluster, C16H54N2O11 overall in a non-equilibrium geometry, from OMol25.

CARTESIAN COORDINATES (ANGSTROEM)
1 N -0.546 4.076 1.391
2 C -0.369 2.840 1.106
3 N -1.098 2.029 1.804
4 O 0.568 2.422 0.201
5 H 0.061 4.690 0.741
6 H -1.091 4.594 2.164
7 H -1.064 1.018 1.669
8 H -1.695 2.397 2.566
9 C -3.863 0.071 2.171
10 C -3.237 -0.388 3.464
11 O -3.768 0.354 4.544
12 H -3.818 1.127 2.171
13 H -4.859 -0.275 1.985
14 H -3.314 -0.275 1.300
15 H -2.201 -0.128 3.431
16 H -3.335 -1.464 3.539
17 H -3.311 0.183 5.430
18 C -0.821 3.579 -4.108
19 C -0.153 3.902 -2.730
20 O -0.887 4.972 -2.199
21 H -1.848 3.321 -4.029
22 H -0.256 2.769 -4.475
23 H -0.765 4.387 -4.788
24 H 0.853 4.238 -2.760
25 H -0.102 3.077 -1.958
26 H -1.542 4.578 -1.590
27 C 2.100 1.044 3.195
28 C 2.709 0.738 1.820
29 O 2.927 1.906 1.140
30 H 1.968 0.144 3.746
31 H 1.147 1.533 2.908
32 H 2.631 1.853 3.729
33 H 2.156 -0.029 1.302
34 H 3.779 0.299 1.954
35 H 2.157 2.162 0.724
36 C -1.292 -0.324 -0.853
37 C 0.128 -0.685 -1.118
38 O 0.302 -1.993 -1.369
39 H -1.638 -0.803 0.066
40 H -1.884 -0.690 -1.661
41 H -1.319 0.809 -0.849
42 H 0.770 -0.361 -0.352
43 H 0.458 -0.135 -1.977
44 H 1.202 -2.348 -1.373
45 C 1.304 -2.396 2.279
46 C -0.086 -2.079 2.296
47 O -0.577 -2.472 3.576
48 H 1.823 -1.798 3.088
49 H 1.656 -2.222 1.255
50 H 1.527 -3.427 2.344
51 H -0.632 -2.402 1.437
52 H -0.205 -1.016 2.342
53 H -0.153 -1.903 4.188
54 C -3.345 3.642 -0.593
55 O -2.830 4.877 -0.193
56 H -4.343 3.621 -0.288
57 H -2.891 2.742 -0.271
58 H -3.262 3.592 -1.701
59 H -2.775 4.872 0.764
60 C 1.660 -4.058 -4.002
61 O 2.403 -2.923 -3.687
62 H 0.669 -3.969 -3.601
63 H 2.087 -5.007 -3.689
64 H 1.653 -4.076 -5.027
65 H 2.887 -3.068 -2.841
66 C -1.017 -4.821 -0.038
67 O -1.751 -3.625 -0.466
68 H -0.294 -4.769 0.800
69 H -0.355 -5.190 -0.873
70 H -1.708 -5.679 0.310
71 H -1.125 -2.918 -0.662
72 C 2.781 -4.392 -0.586
73 O 2.865 -2.996 -0.846
74 H 3.603 -4.902 -1.007
75 H 1.857 -4.827 -0.881
76 H 2.783 -4.404 0.551
77 H 3.415 -2.670 -0.130
78 C 2.909 1.665 -2.331
79 O 2.297 1.908 -3.652
80 H 3.136 2.588 -1.770
81 H 3.879 1.173 -2.486
82 H 2.274 1.122 -1.680
83 H 2.050 1.018 -4.010

Computed properties:
- largest force on an atom (Eh/bohr) = 0.1410
- energy above the lowest of the compared OMol25 structures with the same formula, charge and spin (kcal per mole) = 84.0
- total charge = 0
- E_LUMO (Ha) = -0.0064
- structure (SMILES) = NC(N)=O.CCO.CCO.CCO.CCO.CCO.CO.CO.CO.CO.CO
- frontier orbital gap (eV) = 9.04

The following is a quantum chemistry calculation of a 2-piece molecular cluster, C10H13N4 overall in a non-equilibrium geometry, from OMol25.

CARTESIAN COORDINATES (ANGSTROEM)
1 C 1.313 2.841 -0.108
2 C -2.091 -3.816 0.333
3 C -2.941 -2.799 0.637
4 C -0.810 -3.685 -0.011
5 C -2.470 -1.452 0.603
6 C -0.320 -2.385 -0.092
7 C -1.147 -1.236 0.165
8 C 2.592 2.560 0.201
9 C -0.599 0.073 -0.127
10 C 3.666 2.535 -0.618
11 N 0.254 3.210 -0.294
12 N -2.666 1.416 0.079
13 N 4.893 2.119 -0.318
14 N -1.322 1.172 -0.086
15 H -2.516 -4.817 0.439
16 H -4.052 -2.931 0.886
17 H -0.153 -4.618 -0.253
18 H -3.118 0.970 -0.725
19 H 0.685 -2.105 -0.419
20 H 2.863 2.287 1.171
21 H 0.410 0.319 -0.415
22 H 3.364 2.740 -1.661
23 H -2.690 2.414 0.180
24 H 5.079 1.681 0.643
25 H 5.577 2.011 -0.975
26 H -3.041 -0.589 0.898
27 H -0.760 2.089 -0.132

Computed properties:
- largest force on an atom (Eh/bohr) = 0.0856
- energy above the lowest of the compared OMol25 structures with the same formula, charge and spin (kcal per mole) = 58.7
- total charge = +1
- E_LUMO (Ha) = -0.1429
- frontier orbital gap (eV) = 8.33

The following is a quantum chemistry calculation of a 2-piece molecular cluster, C5H6S overall in a non-equilibrium geometry, from OMol25.

CARTESIAN COORDINATES (ANGSTROEM)
1 S 0.453 3.326 -0.293
2 C -0.949 2.523 -0.050
3 C -2.129 1.722 -0.293
4 C -1.784 2.100 0.984
5 H 0.532 3.166 -1.529
6 H -1.879 2.048 2.107
7 C 0.261 0.007 0.026
8 C 1.564 0.054 0.000
9 H -0.260 0.405 -0.866
10 H -0.363 -0.037 0.911
11 H 2.148 -0.038 -0.962
12 H 2.200 -0.009 0.779

Computed properties:
- largest force on an atom (Eh/bohr) = 0.0825
- energy above the lowest of the compared OMol25 structures with the same formula, charge and spin (kcal per mole) = 116.3
- total charge = 0
- E_LUMO (Ha) = 0.0219
- structure (SMILES) = SC1=C=C1.C=C
- frontier orbital gap (eV) = 9.40